No. 1
Here is a 2-piece molecular cluster, ClH3N2S overall from the OMol25 dataset. Energies are from the ωB97M-V functional and the def2-TZVPD basis.

```
7
Properties=species:S:1:pos:R:3:forces:R:3:mulliken_charge:R:1
N 0.82793 0.91540 -0.22825 0.814 -0.940 1.885 -0.486
N -1.91568 -1.59843 0.97201 0.227 -0.650 -1.083 -0.322
S -1.68336 -0.74555 -0.24360 0.345 -0.712 0.348 0.237
Cl -2.79377 0.98559 -0.30398 -0.360 0.606 0.096 -0.207
H -0.08104 1.32114 -0.11701 -0.438 0.684 -0.811 0.271
H -2.07023 -1.59436 1.95242 -0.141 0.651 0.593 0.276
H 1.23719 0.89651 -1.14013 -0.447 0.361 -1.029 0.231
```
Positions in Å, forces in eV/Å.

As for the spin multiplicity: 1. For the gap between HOMO and LUMO (alpha / beta), the calculation gives 9.8 / 8.0 eV. Its HOMO energy (alpha / beta) is -10.684 / -8.619 eV. The value obtained for the calculated total energy is -26382.75639 eV.

=====

No. 2
Here is a 2-piece molecular cluster, ClH3NO2P overall from the OMol25 dataset. Energies are from the ωB97M-V functional and the def2-TZVPD basis.

```
8
Properties=species:S:1:pos:R:3:forces:R:3:mulliken_charge:R:1
N 0.12200 -0.25689 0.25954 -2.914 1.445 -0.917 -0.184
O -2.33257 1.25415 -0.31648 0.933 0.909 -0.171 -0.504
O -0.78267 -0.94392 1.08908 0.533 -0.695 -0.404 -0.638
P -3.18976 0.59755 0.66994 0.809 -0.002 0.760 0.586
Cl -4.21557 -0.69626 -0.42880 -1.004 -1.180 -0.502 -0.160
H 0.34638 -0.57795 -0.71452 -0.547 -0.445 1.035 0.313
H 0.97166 0.00363 0.69290 1.219 0.044 0.923 0.298
H -0.46539 0.60522 0.15363 0.970 -0.076 -0.725 0.289
```
Positions in Å, forces in eV/Å.

As for the spin multiplicity: 1. For the gap between HOMO and LUMO, the calculation gives 8.9 eV. Its HOMO energy is -9.200 eV. The value obtained for the calculated total energy is -27443.33263 eV. The SMILES is [NH3+][O-].O=PCl.

=====

No. 3
Here is ClH3NO2P as an isolated structure from the OMol25 dataset. Energies are from the ωB97M-V functional and the def2-TZVPD basis.

```
8
Properties=species:S:1:pos:R:3:forces:R:3:mulliken_charge:R:1
N 0.69985 1.25637 -0.82112 -0.422 -0.945 0.229 -0.541
O 0.32841 -1.44860 -0.37891 -1.249 -2.037 -0.576 -0.387
O 0.70643 -0.03297 1.46525 -0.980 -3.641 -2.541 -0.398
P 0.19812 0.04121 -0.02726 -1.597 1.942 0.511 0.792
Cl -2.40383 0.19406 -0.32223 2.529 -0.447 0.599 -0.463
H 0.12051 1.31824 -1.65993 0.291 0.326 -0.120 0.297
H -0.47371 -2.02502 -0.22813 1.027 0.951 -0.232 0.374
H 0.82422 0.69670 1.97234 0.402 3.851 2.130 0.327
```
Positions in Å, forces in eV/Å.

As for the spin multiplicity: 1. For the gap between HOMO and LUMO, the calculation gives 9.6 eV. Its HOMO energy is -10.227 eV. The value obtained for the calculated total energy is -27445.65186 eV.

=====

No. 4
Here is one molecule with the formula ClH3NOP from the OMol25 dataset. Energies are from the ωB97M-V functional and the def2-TZVPD basis.

```
7
Properties=species:S:1:pos:R:3:forces:R:3:mulliken_charge:R:1
N 0.61557 -0.77308 0.47886 1.176 -0.282 -1.221 -0.381
O 0.04303 1.38135 -0.50768 -0.255 0.079 0.163 -0.496
P -0.38704 0.48867 0.81214 -1.179 0.260 -1.970 0.422
Cl -2.54389 -0.13311 -0.03709 1.762 0.295 0.631 -0.398
H 1.10874 -1.36778 1.14781 -0.587 0.386 -0.347 0.266
H 1.08328 -0.65533 -0.45499 -0.514 -0.704 1.554 0.244
H 0.08031 1.05927 -1.43905 -0.403 -0.034 1.191 0.343
```
Positions in Å, forces in eV/Å.

As for the spin multiplicity: 1. For the gap between HOMO and LUMO, the calculation gives 10.2 eV. Its HOMO energy is -9.767 eV. The value obtained for the calculated total energy is -25398.61991 eV. The SMILES is NP(O)Cl.